1.
10
Properties=species:S:1:pos:R:3 method="wB97M-V/def2-TZVPD" fmax_ev_per_a=6.7 e_lumo_ev="-4.118 / -8.184" de_lowest_kcal_mol=57.9 charge=+1 homo_lumo_gap_ev="6.792 / 5.768" homo_ev="-10.910 / -13.952" spin_multiplicity=3
C 0.0967 -2.6499 0.0662
C -0.1556 -1.4758 -0.0018
C -0.8140 -0.1917 -0.2822
N -0.2174 1.0843 0.3379
I -2.9786 -0.0602 0.0562
H 0.5965 -3.5244 0.3585
H -0.2792 -0.2352 -1.8205
H -0.1138 0.7709 1.3464
H -0.8154 1.8860 0.1528
H 0.5381 1.1882 -0.2310



2.
11
Properties=species:S:1:pos:R:3 method="wB97M-V/def2-TZVPD" fmax_ev_per_a=4.2 e_lumo_ev=-0.029 smiles="IN1CC=NC1" de_lowest_kcal_mol=31.5 charge=0 homo_lumo_gap_ev=8.771 homo_ev=-8.800 spin_multiplicity=1
C 1.0749 0.3034 0.7775
C 0.1319 1.1667 -0.0205
C -0.0641 -1.2028 -0.3643
N 0.8089 -0.9255 0.7654
N -0.7933 -0.0166 -0.7769
I -2.7001 0.1757 -0.0803
H 1.8078 0.7202 1.4736
H -0.6667 1.6291 0.4358
H 0.7661 1.7645 -0.6556
H 0.3529 -1.5640 -1.3367
H -0.7184 -2.0507 -0.2179



3.
12
Properties=species:S:1:pos:R:3 method="wB97M-V/def2-TZVPD" fmax_ev_per_a=4.2 e_lumo_ev=-5.497 smiles=Cn1cnc[n+]1I de_lowest_kcal_mol=24.4 charge=+1 homo_lumo_gap_ev=9.109 homo_ev=-14.606 spin_multiplicity=1
C 0.2982 -1.2943 -0.6790
C 2.1504 -1.2160 0.3194
C -0.7170 0.9118 0.1827
N 1.4398 -1.9427 -0.5110
N 0.2174 -0.2190 0.0591
N 1.4835 -0.0964 0.6968
I 2.1474 1.5528 1.7070
H -0.5722 -1.6144 -1.3234
H 3.1390 -1.3036 0.7364
H -1.0146 1.2203 1.2366
H -0.3608 1.8752 -0.4543
H -1.6862 0.4011 -0.0984